# 1
An isolated ion of composition C19H33N2O2S and charge +1 at a distorted geometry, computed with ωB97M-V with the def2-TZVPD basis set.

Each line ends with the natural charge from an NBO analysis.
Element x y z (Å)
H: 4.49 2.89 -0.88  0.222
H: 3.95 -0.08 2.58  0.288
C: -0.10 -2.01 -1.39  0.378
H: -3.22 2.52 1.04  0.229
N: -0.29 -2.93 2.12  -0.371
C: -0.81 -4.01 2.69  0.238
H: 2.91 1.70 0.58  0.198
H: -0.97 2.08 2.78  0.213
C: 1.06 3.00 0.04  -0.408
H: -2.01 -3.99 -0.55  0.243
O: 0.80 -1.38 -2.30  -0.515
C: -2.38 1.70 1.03  -0.416
H: 0.96 1.32 1.57  0.209
H: -0.45 -4.85 0.07  0.268
H: -0.99 -1.07 -3.55  0.187
C: 0.13 -0.81 -3.46  -0.087
C: 1.79 -2.61 0.30  -0.489
C: -2.95 0.47 1.91  -0.410
H: -0.79 -0.28 2.23  0.246
C: 0.32 0.78 -3.63  -0.434
H: 3.89 4.58 -0.18  0.223
H: 0.64 -1.30 -4.40  0.210
H: 1.06 2.70 -1.09  0.200
H: -1.13 3.57 1.55  0.232
H: -2.10 -1.10 3.25  0.236
H: 0.66 4.07 0.18  0.221
H: -1.88 1.42 -3.54  0.218
H: 2.95 3.68 -1.55  0.205
O: -0.24 -3.49 -1.43  -0.529
C: 0.23 1.86 0.85  -0.424
N: -0.81 -2.70 0.83  -0.151
S: -1.78 -5.15 3.44  0.258
H: -1.01 1.39 -1.88  0.189
C: 2.63 2.84 0.52  -0.406
H: -3.40 0.91 2.89  0.238
H: 2.34 -2.68 -0.72  0.296
H: 0.55 -0.85 0.62  0.315
C: -2.08 -1.91 1.13  -0.243
H: -1.20 -1.68 -1.50  0.163
C: 3.53 -1.05 2.08  -0.246
H: -2.26 1.42 -0.09  0.199
C: -0.92 -3.83 -0.16  0.029
H: 0.28 0.99 -4.78  0.226
C: 3.58 3.55 -0.58  -0.633
C: 0.33 -1.90 0.19  -0.080
H: 1.36 1.10 -3.23  0.229
H: -2.54 -1.43 0.18  0.247
C: -1.06 2.41 1.66  -0.425
H: -2.93 -2.60 1.55  0.261
H: 1.75 -3.71 0.69  0.256
H: -0.67 2.81 -3.05  0.237
H: 2.73 3.25 1.59  0.209
C: -0.89 1.66 -2.99  -0.633
H: -0.13 1.09 0.08  0.184
C: 2.81 -1.81 1.27  -0.059
H: -3.86 0.02 1.33  0.209
C: -1.85 -0.70 2.19  -0.451

As for the frontier orbital gap: 7.59 eV. Its spin multiplicity is 1. The value obtained for the highest occupied orbital energy is -12.51 eV. The largest force on an atom is 0.1402 hartree/bohr. The total energy is -1401.2730 a.u. As for the total charge: +1.

***

# 2
An isolated ion of composition C19H33N2O3 and charge +1, computed with ωB97M-V with the def2-TZVPD basis set.

Each line ends with the natural charge from an NBO analysis.
Element x y z (Å)
H: -3.88 1.40 0.51  0.213
C: 0.84 -0.92 1.40  0.221
H: -4.41 2.26 -1.80  0.224
O: 1.40 1.32 0.98  -0.528
C: 0.95 -2.11 2.13  0.279
H: 0.04 2.79 -0.87  0.215
H: 1.65 3.30 0.74  0.194
H: 0.71 -0.42 -4.00  0.222
N: -1.09 1.65 -2.16  -0.460
H: -1.39 1.12 0.05  0.214
C: -3.60 1.61 -2.14  -0.409
H: 0.10 3.37 -2.55  0.194
H: -1.91 0.69 1.68  0.213
H: -3.82 1.36 -3.18  0.205
H: -2.28 2.93 -1.08  0.204
C: 1.95 2.54 1.45  -0.256
C: -1.35 -0.98 0.44  -0.058
H: -4.62 -0.14 -1.50  0.224
H: 2.83 -0.36 -1.08  0.235
H: 0.53 0.06 -1.09  0.517
C: -2.32 2.43 -2.05  -0.216
C: 1.54 0.22 1.79  0.257
H: 2.87 1.05 3.27  0.229
C: -0.91 0.90 -3.39  -0.245
C: 0.08 2.47 -1.91  -0.233
H: 1.33 -4.78 2.37  0.185
H: -0.38 -1.12 -2.78  0.228
O: 0.07 -0.90 0.24  -0.567
H: -0.08 -4.31 3.35  0.185
H: 2.83 -0.52 -2.85  0.222
H: -2.90 -0.38 -1.73  0.182
H: 1.83 -3.03 3.87  0.232
H: -2.35 3.21 -2.83  0.186
H: 3.04 2.50 1.49  0.187
O: 0.25 -3.17 1.65  -0.496
C: 2.41 -0.99 3.67  -0.164
H: 1.93 -1.68 -1.84  0.238
N: 1.03 0.21 -2.01  -0.413
C: -1.97 0.41 0.63  -0.433
C: 0.31 -4.40 2.34  -0.255
H: -0.31 -5.08 1.77  0.209
H: 1.75 1.81 -3.16  0.215
C: 2.32 0.18 2.94  -0.310
C: 1.35 1.64 -2.15  -0.225
C: 0.12 -0.21 -3.10  -0.220
C: 1.73 -2.13 3.28  -0.304
C: 2.23 -0.63 -1.95  -0.414
H: -1.57 -1.63 1.28  0.206
H: -1.85 0.46 -3.70  0.236
H: -0.56 1.55 -4.21  0.181
H: 2.12 1.91 -1.43  0.239
C: -3.64 0.31 -1.33  -0.398
C: -3.44 0.45 0.18  -0.404
H: -1.73 -1.45 -0.47  0.182
H: 1.56 2.80 2.44  0.198
H: -3.97 -0.35 0.69  0.212
H: 3.01 -1.01 4.56  0.229

As for the frontier orbital gap: 9.31 eV. Its spin multiplicity is 1. The value obtained for the highest occupied orbital energy is -11.27 eV. The largest force on an atom is 0.0151 hartree/bohr. Its energy above the lowest of the compared OMol25 structures with the same formula, charge and spin is 288.47 kJ/mol. The total energy is -1078.7615 a.u. As for the total charge: +1.

***

# 3
C19H33NO2Te4Tl as an isolated structure, computed with ωB97M-V with the def2-TZVPD basis set.

Each line ends with the natural charge from an NBO analysis.
Element x y z (Å)
C: -0.16 -1.46 -0.81  -0.344
H: 3.44 -0.41 -0.03  0.217
Te: 0.54 5.39 2.93  -0.095
H: 3.90 -1.48 2.45  0.358
Te: -0.59 1.91 4.20  0.215
C: -0.20 3.10 -1.96  -0.594
C: -1.21 -0.49 -0.71  -0.194
H: -4.34 -0.45 0.89  0.194
C: -1.23 2.17 -1.30  -0.101
Tl: 0.63 0.16 1.40  0.624
C: 2.39 -1.60 3.87  -0.319
H: 1.67 -2.45 -3.40  0.206
H: -0.64 4.09 -2.09  0.198
C: -2.55 -2.27 0.46  -0.591
H: 1.89 -2.44 3.39  0.202
C: 2.35 -1.53 -1.55  -0.081
C: 2.48 -1.79 -3.05  -0.590
H: 3.44 -2.27 -3.29  0.187
N: 3.19 -0.88 2.86  -0.842
H: 3.42 -3.33 -1.00  0.193
C: 2.45 -2.86 -0.80  -0.590
O: 1.77 0.44 4.91  -0.761
H: 2.41 -0.86 -3.61  0.207
H: -2.20 1.72 -3.18  0.206
H: -2.00 3.82 -0.09  0.199
H: 1.41 1.23 -1.86  0.212
H: -0.28 -2.51 -0.61  0.205
H: -3.54 -0.32 -2.22  0.207
C: -3.44 -1.22 -1.60  -0.595
H: -1.88 -2.18 1.32  0.221
H: -0.64 2.97 0.63  0.212
C: -2.62 -0.94 -0.33  -0.077
H: 3.51 0.32 -1.64  0.206
C: -2.45 2.19 -2.22  -0.595
H: 0.70 3.21 -1.35  0.211
C: -0.64 0.76 -1.14  -0.054
C: 0.72 0.51 -1.46  -0.398
O: 0.12 -0.83 4.10  -0.736
H: 4.47 -1.13 -1.29  0.190
H: -2.94 -1.98 -2.21  0.206
C: 3.51 -0.63 -1.10  -0.591
H: 3.67 -0.10 3.32  0.373
C: 1.02 -0.86 -1.27  -0.151
H: -3.55 -2.53 0.82  0.195
H: 2.36 -2.70 0.28  0.211
H: -3.31 1.66 -1.80  0.200
C: 1.33 -0.61 4.36  0.760
Te: 1.76 2.97 3.32  0.051
H: 1.66 -3.55 -1.11  0.205
H: -4.44 -1.59 -1.35  0.188
H: 0.10 2.73 -2.95  0.203
C: -1.55 2.83 0.06  -0.600
Te: -1.84 4.43 3.84  -0.178
H: -2.20 -3.09 -0.17  0.199
H: -3.63 0.96 0.11  0.203
H: -2.24 2.24 0.66  0.217
C: -3.39 0.02 0.58  -0.595
H: 2.98 -1.95 4.71  0.178
H: -2.76 3.22 -2.42  0.194
H: -2.82 0.23 1.49  0.218

As for the frontier orbital gap: 5.33 eV. Its spin multiplicity is 1. The value obtained for the highest occupied orbital energy is -3.98 eV. The largest force on an atom is 0.0108 hartree/bohr. Its energy above the lowest of the compared OMol25 structures with the same formula, charge and spin is 79.31 kJ/mol. The total energy is -2193.6902 a.u. As for the total charge: -1.

***

# 4
A 2-piece molecular cluster, C19H33O2S2Si2 overall at a distorted geometry, computed with ωB97M-V with the def2-TZVPD basis set.

Each line ends with the natural charge from an NBO analysis.
Element x y z (Å)
H: -2.65 2.71 -0.95  0.234
C: -0.08 3.14 -2.93  -0.212
H: -3.56 3.57 0.30  0.248
C: -0.73 -3.53 0.75  -1.153
C: 0.84 -0.11 1.35  -0.402
C: 2.37 0.33 -2.31  -0.254
H: 6.04 -1.70 -2.10  0.254
H: 3.90 -2.00 -0.75  0.245
H: -3.99 -2.71 0.46  0.240
H: 1.53 -0.57 3.31  0.223
H: 1.65 -1.92 2.15  0.207
Si: -1.94 -2.54 1.77  1.883
Si: -1.97 2.02 1.35  1.893
C: -3.40 -1.86 0.83  -1.153
H: -3.11 -1.25 -0.04  0.253
H: -3.67 0.96 2.84  0.248
H: 0.01 -0.74 -3.17  0.229
H: -2.08 0.48 -3.67  0.240
C: -2.82 1.64 2.97  -1.154
O: -1.41 0.48 0.77  -0.864
C: -1.19 1.03 -3.37  -0.205
C: -3.14 2.59 0.02  -1.145
C: -0.51 -0.26 1.46  0.625
H: 3.98 -3.01 -2.23  0.265
H: 0.27 2.75 2.20  0.257
H: 5.11 -0.02 -0.49  0.243
C: 3.95 -1.98 -1.85  -0.525
H: 2.75 -0.54 2.02  0.193
H: 0.12 -3.87 1.36  0.247
H: -3.11 -2.81 3.96  0.254
H: -1.61 -3.74 3.93  0.252
H: -3.20 2.58 3.40  0.245
H: 0.04 3.22 0.50  0.235
H: -2.14 1.19 3.71  0.257
H: 6.02 0.76 -1.82  0.266
H: -3.03 -4.33 3.05  0.246
C: 5.12 -1.16 -2.34  -0.435
O: -0.99 -1.19 2.30  -0.849
H: 5.08 -1.00 -3.42  0.237
S: 2.32 -1.38 -2.41  0.499
C: -1.23 2.43 -3.31  -0.133
H: -0.11 4.23 -2.87  0.240
C: 1.10 2.46 -2.63  -0.157
C: -0.47 3.11 1.47  -1.157
C: 1.14 1.05 -2.68  -0.084
H: -1.25 -4.42 0.36  0.243
H: -4.05 -1.24 1.47  0.248
S: 3.74 1.27 -1.92  0.486
C: 5.14 0.15 -1.58  -0.521
H: -2.15 2.97 -3.55  0.241
H: -0.32 -2.97 -0.10  0.237
H: 1.99 3.03 -2.37  0.229
H: 1.21 0.60 0.63  0.188
C: -0.01 0.35 -3.08  -0.146
C: -2.47 -3.43 3.32  -1.144
H: -3.97 1.89 -0.11  0.251
H: -0.79 4.12 1.80  0.246
C: 1.72 -0.83 2.26  -0.631

As for the frontier orbital gap: 5.05 eV. Its spin multiplicity is 1. The value obtained for the highest occupied orbital energy is -10.04 eV. The largest force on an atom is 0.0442 hartree/bohr. The total energy is -2269.5097 a.u. As for the total charge: +1.

***

- Look up the total charge of the third one.
  -1